Molecular formula: C28H82N6O14Zr
Method: DFT, ωB97M-V with the def2-TZVPD basis set

```
! RIJCOSX wB97M-V def2-TZVPD def2/J DEFGRID3
* xyz 0 1
Zr -1.3599 2.1764 1.6038
O -1.1737 1.0469 -0.4180
C -0.0260 0.2564 -0.6670
C 0.6841 -0.1183 0.7404
O 0.5695 0.7979 1.7707
H 0.6950 0.8378 -1.2415
H -0.3473 -0.6220 -1.2268
H 1.6908 -0.4061 0.4375
H 0.4486 -1.1416 1.0330
O -2.2732 4.0499 2.6713
C -3.6894 4.2785 2.4342
C -4.4132 3.0094 1.7084
O -3.5105 2.1669 0.9340
H -3.8000 5.1230 1.7540
H -4.2606 4.6176 3.2984
H -5.2145 3.3630 1.0596
H -4.9219 2.3743 2.4337
C 2.8753 4.5794 -0.4535
C 3.4037 3.2114 -0.2205
C 4.9952 3.0944 -0.2980
O 5.4850 1.7991 0.0550
C 5.0802 0.7268 -0.7992
N 3.0212 2.8805 1.1748
H 3.4274 5.3811 0.0369
H 1.8401 4.6802 -0.1274
H 2.9132 4.8753 -1.5018
H 2.8084 2.5554 -0.8557
H 5.4759 3.7736 0.4061
H 5.4138 3.3070 -1.2817
H 5.8461 -0.0454 -0.7267
H 5.0167 0.8585 -1.8794
H 4.1264 0.3335 -0.4477
H 2.7426 1.9101 1.2030
H 3.9755 2.8520 1.5043
C 1.0042 3.4065 -3.1540
C 0.0693 4.6008 -3.3701
C -0.1625 4.9131 -4.8582
O 1.0542 5.3344 -5.4691
C 0.9777 5.2752 -6.8430
N -1.1720 4.2906 -2.6601
H 1.9619 3.6672 -3.6045
H 0.6296 2.5086 -3.6454
H 1.2561 3.1564 -2.1234
H 0.4931 5.4654 -2.8592
H -0.9288 5.6838 -4.9423
H -0.5998 3.9773 -5.2062
H 1.0919 4.2414 -7.1689
H 1.9115 5.7150 -7.1932
H 0.1111 5.6594 -7.3811
H -1.5866 3.4320 -2.9933
H -1.7747 5.0389 -2.9712
C 3.0861 -3.0743 0.7348
C 3.8257 -3.9885 1.6737
C 3.2023 -5.3960 1.8971
O 3.7196 -5.9935 3.1001
C 3.3093 -5.4193 4.2575
N 5.1572 -4.1893 1.0510
H 2.0995 -2.8466 1.1385
H 2.9414 -3.6341 -0.1892
H 3.5403 -2.1239 0.4548
H 4.1029 -3.4137 2.5573
H 3.2957 -6.0701 1.0456
H 2.1315 -5.2624 2.0509
H 3.7574 -6.0152 5.0525
H 2.2334 -5.5499 4.3729
H 3.7005 -4.4066 4.3551
H 5.0815 -4.6683 0.1650
H 5.6836 -4.7802 1.6786
C 2.2037 -1.8524 5.8120
C 1.8071 -1.5860 4.3880
C 0.2172 -1.8055 4.2788
O -0.0623 -3.0820 4.7971
C -1.1735 -3.6904 4.1767
N 2.2533 -0.3182 4.0207
H 1.7348 -1.3712 6.6704
H 3.2614 -1.6297 5.9526
H 2.0262 -2.8967 6.0692
H 2.3750 -2.3462 3.8517
H -0.1059 -1.7138 3.2418
H -0.3749 -1.0594 4.8088
H -2.0475 -3.0929 4.4361
H -1.3578 -4.6429 4.6736
H -1.1029 -3.8717 3.1042
H 3.1901 -0.1988 3.6624
H 1.6208 0.0056 3.3030
C -3.7979 -3.9523 1.2645
C -2.6187 -3.4036 0.4518
C -2.8489 -3.6135 -1.0540
O -3.1890 -4.9773 -1.3218
C -3.1994 -5.2591 -2.7360
N -2.6193 -1.9852 0.6834
H -3.6917 -3.8210 2.3413
H -3.8741 -5.0369 1.1872
H -4.7450 -3.5070 0.9595
H -1.6412 -3.7781 0.7557
H -1.9974 -3.2589 -1.6349
H -3.5997 -2.9558 -1.4921
H -3.8755 -4.6473 -3.3331
H -3.5249 -6.2910 -2.8674
H -2.2514 -5.1208 -3.2559
H -2.0863 -1.4139 0.0434
H -3.5896 -1.7358 0.5557
C -2.5836 0.4387 -5.3955
C -2.8014 0.4008 -3.9328
C -2.6689 -0.9842 -3.1737
O -3.4168 -2.0443 -3.8890
C -4.8435 -2.0172 -3.7889
N -2.0084 1.5110 -3.3492
H -3.4555 0.1091 -5.9606
H -1.7363 -0.1491 -5.7485
H -2.3172 1.4591 -5.6711
H -3.8319 0.7516 -3.8765
H -2.8500 -0.9199 -2.1008
H -1.6177 -1.2234 -3.3344
H -5.2697 -1.5212 -4.6610
H -5.1391 -1.4633 -2.8979
H -5.2608 -3.0111 -3.9499
H -1.9269 1.5035 -2.3425
H -1.0666 1.2739 -3.6263
O -0.9479 3.8064 0.1214
H -1.3365 3.7476 -0.7514
H -0.6897 4.7241 0.2078
O -2.2891 0.0657 2.2944
H -2.6740 -0.1173 3.1515
H -2.4029 -0.7471 1.8017
O 0.4146 3.4334 2.3550
H 0.5414 4.1628 2.9617
H 1.2712 3.3098 1.9461
O -1.1646 1.7507 3.8759
H -0.3054 1.5327 4.2371
H -1.6856 2.0099 4.6359
*
```

For the gap between HOMO and LUMO, the calculation gives 0.29855 hartree. The value obtained for the LUMO energy is 0.232 eV.

Results of the Mulliken charge analysis, in e, for atoms 1 through 5: atom 1 (Zr): 0.51, atom 2 (O): 0.16, atom 3 (C): -0.67, atom 4 (C): 0.80, atom 5 (O): 0.99

***

Molecular formula: C14H6F6N4O3PdS2
Method: DFT, ωB97M-V with the def2-TZVPD basis set

```
! RIJCOSX wB97M-V def2-TZVPD def2/J DEFGRID3
* xyz 2 1
Pd -0.6909 -0.3749 -0.5448
S -4.1588 5.5599 2.0673
N -3.2101 5.4109 0.7807
C -2.8021 4.1534 0.7457
C -1.9140 3.5831 -0.2459
C -1.3419 4.2669 -1.3303
C -0.5221 3.5858 -2.2033
C -0.2703 2.2275 -2.0068
N -0.8064 1.5878 -0.9761
C -1.6153 2.2347 -0.1018
C -2.1501 1.4427 0.9737
N -1.7878 0.1369 1.0116
C -2.2313 -0.6968 1.9471
C -3.1014 -0.2259 2.9274
C -3.4912 1.0975 2.9273
C -3.0111 1.9616 1.9326
C -3.3363 3.3663 1.8001
N -4.1379 4.0468 2.6022
H -1.5539 5.3197 -1.4686
H -0.0680 4.0818 -3.0493
H 0.3543 1.6578 -2.6839
H -1.8943 -1.7248 1.9042
H -3.4546 -0.9178 3.6790
H -4.1648 1.4800 3.6840
F 0.6030 -3.2935 -3.6655
C 0.5994 -3.1654 -2.3621
F 0.9799 -4.2622 -1.7637
F 1.3916 -2.1413 -2.0007
S -1.1090 -2.7009 -1.8047
O -1.3233 -1.3461 -2.3598
O -2.0337 -3.7133 -2.0972
O -0.8643 -2.3790 -0.3139
F 0.9639 -1.0705 1.5262
C 0.9094 -0.0558 0.7256
F 0.8319 1.0781 1.3493
F 1.8520 -0.0676 -0.1799
*
```

The calculation puts the relative energy (zero: lowest compared OMol25 entry of this formula, charge and spin) at 65.9 kJ/mol. For the gap between HOMO and LUMO, the calculation gives 0.21867 hartree. The value obtained for the LUMO energy is -10.072 eV.

Results of the Mulliken charge analysis, in e, for atoms 1 through 5: atom 1 (Pd): 0.28, atom 2 (S): 0.29, atom 3 (N): -0.61, atom 4 (C): 0.64, atom 5 (C): -0.12

***

Molecular formula: C32H27AsN4OOsS2
Method: DFT, ωB97M-V with the def2-TZVPD basis set

```
! RIJCOSX wB97M-V def2-TZVPD def2/J DEFGRID3
* xyz 2 5
Os 0.7858 0.5330 -0.3964
S 0.4577 0.4129 2.0340
C -0.1141 2.0009 2.2178
C -0.7469 2.3204 3.4496
C -1.2376 3.5719 3.6905
C -1.8994 3.8593 4.9304
N -2.4277 4.0639 5.9286
C -1.1004 4.5842 2.6959
C -0.4853 4.3045 1.4975
C 0.0217 3.0245 1.2245
S 0.8075 2.8111 -0.3060
C -1.6120 5.8996 2.9383
N -2.0165 6.9594 3.1173
H -0.8475 1.5471 4.1993
H -0.3928 5.0846 0.7537
N 2.7699 0.3359 -0.3140
C 3.9277 0.2602 -0.1660
N 5.1893 0.1882 -0.0087
C 5.7921 -0.5150 1.1622
C 6.8340 -1.5046 0.6731
C 7.8550 -0.8280 -0.2371
C 7.1694 -0.1531 -1.4215
C 6.1339 0.8543 -0.9556
H 4.9844 -0.9894 1.7169
H 6.2371 0.2611 1.7887
H 6.3361 -2.3198 0.1411
H 7.3199 -1.9416 1.5462
H 8.5754 -1.5619 -0.5952
H 8.4217 -0.0854 0.3328
H 6.6858 -0.9016 -2.0549
H 7.8944 0.3725 -2.0440
H 5.5474 1.2691 -1.7732
H 6.5928 1.6765 -0.4024
O -1.1046 0.5358 -0.6769
As -2.3368 -0.6670 -0.8835
C -3.1023 -0.9421 0.8192
C -3.0084 -2.1835 1.4411
C -3.5555 -2.3473 2.7057
C -4.1790 -1.2797 3.3349
C -4.2638 -0.0390 2.7112
C -3.7269 0.1369 1.4476
C -3.5599 0.0301 -2.1338
C -4.9220 0.0245 -1.8462
C -5.8110 0.5026 -2.7982
C -5.3364 0.9786 -4.0113
C -3.9738 0.9786 -4.2918
C -3.0764 0.4993 -3.3553
C -1.4713 -2.2231 -1.5457
C -2.2622 -3.2632 -2.0259
C -1.6574 -4.4108 -2.5166
C -0.2737 -4.5166 -2.5357
C 0.5194 -3.4781 -2.0644
C -0.0874 -2.3368 -1.5718
H -2.5180 -3.0163 0.9516
H -3.4960 -3.3082 3.1980
H -4.6083 -1.4139 4.3188
H -4.7564 0.7857 3.2085
H -3.7987 1.1020 0.9581
H -5.2921 -0.3468 -0.8984
H -6.8720 0.5045 -2.5907
H -6.0335 1.3527 -4.7490
H -3.6160 1.3507 -5.2418
H -2.0151 0.4973 -3.5740
H -3.3434 -3.1840 -2.0310
H -2.2681 -5.2205 -2.8914
H 0.1916 -5.4118 -2.9253
H 1.5971 -3.5600 -2.0868
H 0.5593 -1.5257 -1.2128
*
```

The calculation puts the relative energy (zero: lowest compared OMol25 entry of this formula, charge and spin) at 0.0 kJ/mol. For the gap between HOMO and LUMO (spin up / spin down), the calculation gives 0.25286 / 0.20304 hartree. The value obtained for the LUMO energy (spin up / spin down) is -6.644 / -8.725 eV.

Results of the Mulliken charge analysis, in e, for atoms 1 through 5: atom 1 (Os): 0.82, atom 2 (S): -0.36, atom 3 (C): 0.77, atom 4 (C): -0.64, atom 5 (C): 0.43

***

Molecular formula: C2H7N3
Method: DFT, ωB97M-V with the def2-TZVPD basis set

```
! RIJCOSX wB97M-V def2-TZVPD def2/J DEFGRID3
* xyz 0 1
C -0.0663 -0.9872 1.1640
C 0.2030 -0.9986 -0.3699
N -0.4811 2.5607 -0.5536
N 0.3864 1.7982 -0.4117
N -0.4691 0.0932 -0.9581
H 0.6167 -1.6375 1.6355
H 0.0985 0.0862 1.5323
H -1.0447 -1.3565 1.3832
H 1.3292 -1.1663 -0.4423
H -0.0766 -1.9863 -0.7063
H -0.2905 3.4495 -0.3012
H -0.2055 0.1446 -1.9718
*
```

The calculation puts the relative energy (zero: lowest compared OMol25 entry of this formula, charge and spin) at 415.3 kJ/mol. For the gap between HOMO and LUMO (spin up / spin down), the calculation gives 0.33432 / 0.33641 hartree. The value obtained for the LUMO energy (spin up / spin down) is 0.735 / 0.751 eV.

Results of the Mulliken charge analysis, in e, for atoms 1 through 5: atom 1 (C): -1.00, atom 2 (C): -0.28, atom 3 (N): -0.17, atom 4 (N): -0.06, atom 5 (N): -0.52

***

no.,E (Ha)
1,-2544.8689
2,-2504.6737
3,-4652.0639
4,-244.5172